Entry 1:
C26H52N2O3SSi2Tl as an isolated structure in a non-equilibrium geometry. Source: the Open Molecules 2025 dataset; level of theory: ωB97M-V/def2-TZVPD.

Last column: Mulliken charge in e.
Atoms and positions in Å:
C 10.565 -1.607 4.915  -0.99
C 10.864 -2.211 3.416  -0.47
C 10.917 -1.051 2.227  0.21
C 9.600 -1.252 1.220  -0.72
C 10.110 -2.202 -0.056  -0.34
C 8.899 -2.321 -1.203  -0.47
C 9.120 -1.173 -2.371  -0.32
C 7.690 -0.560 -2.940  -0.69
C 7.131 0.717 -2.075  -0.37
C 5.776 1.396 -2.748  -0.68
C 4.368 0.737 -2.172  -0.57
C 3.702 1.690 -1.007  -0.48
C 2.157 2.167 -1.411  -0.73
C 1.193 2.348 -0.073  -0.45
C -0.410 2.107 -0.385  -0.48
C -1.379 3.238 0.364  -0.70
C -2.657 2.561 1.156  -0.71
C -3.843 2.008 0.153  -0.37
C -5.244 2.879 0.246  -0.62
C -6.307 2.258 1.332  -0.67
Si -7.529 1.061 0.441  0.61
O -9.072 1.871 0.262  -0.29
Si -10.296 0.875 -0.494  0.23
C -9.675 -0.738 -1.333  -0.66
C -9.569 -2.044 -0.292  0.13
O -9.617 -3.286 -0.822  -0.44
C -11.715 0.626 0.798  -0.60
C -12.606 -0.733 0.584  -0.59
S -12.389 -2.007 1.990  0.20
C -12.239 -3.657 1.050  0.31
N -11.307 -4.840 1.318  0.02
N -11.621 -5.730 0.274  -0.06
C -12.730 -5.123 -0.609  0.24
O -13.127 -3.789 -0.124  -0.18
H 9.415 -1.617 5.215  0.25
H 11.121 -2.223 5.747  0.30
H 10.916 -0.485 5.046  0.28
H 11.938 -2.730 3.387  0.30
H 10.063 -3.022 3.074  0.27
H 10.953 0.053 2.667  0.39
H 11.861 -1.215 1.520  -0.38
H 8.745 -1.854 1.774  0.37
H 9.147 -0.238 0.850  0.16
H 10.354 -3.257 0.430  0.40
H 11.093 -1.742 -0.496  0.12
H 7.895 -2.182 -0.603  0.29
H 8.983 -3.385 -1.709  0.33
H 9.631 -1.722 -3.282  0.28
H 9.858 -0.315 -1.995  0.08
H 7.879 -0.190 -4.034  0.34
H 6.919 -1.465 -2.945  0.23
H 6.856 0.438 -0.971  0.15
H 7.978 1.549 -2.079  0.29
H 5.834 1.165 -3.904  0.33
H 5.826 2.562 -2.604  0.37
H 4.614 -0.360 -1.806  0.25
H 3.623 0.667 -3.098  0.34
H 4.373 2.662 -0.948  0.29
H 3.715 1.185 0.073  0.32
H 1.669 1.470 -2.235  0.39
H 2.274 3.233 -1.914  0.23
H 1.578 1.621 0.783  0.26
H 1.383 3.453 0.319  0.31
H -0.561 2.309 -1.551  0.30
H -0.764 1.016 -0.156  0.31
H -1.709 4.109 -0.380  0.27
H -0.724 3.776 1.193  0.38
H -2.323 1.721 1.930  0.33
H -3.128 3.424 1.814  0.35
H -4.030 0.844 0.335  0.25
H -3.465 2.083 -0.972  0.30
H -5.760 2.844 -0.813  0.27
H -5.034 3.989 0.566  0.34
H -5.795 1.754 2.266  0.34
H -6.960 3.173 1.733  0.33
H -7.043 0.586 -0.878  -0.14
H -7.644 -0.173 1.258  -0.17
H -10.888 1.701 -1.578  -0.10
H -10.528 -1.059 -2.105  0.36
H -8.702 -0.616 -1.996  0.44
H -9.451 -1.912 0.873  0.34
H -12.464 1.541 0.632  0.33
H -11.299 0.768 1.897  0.39
H -13.753 -0.406 0.660  0.52
H -12.460 -1.272 -0.442  0.29
H -13.214 -5.568 -1.582  0.38
Tl 12.447 -0.898 -0.601  0.71

Cartesian forces (eV/Å) of the 6 atoms listed first:
-0.347 0.245 0.647
0.957 0.032 -0.507
-1.417 -0.049 -0.081
0.734 -0.314 -0.272
-2.751 -0.732 1.384
1.347 0.214 0.250

## Properties
* total charge: +3
* spin multiplicity: 1
* frontier orbital gap: 1.090 eV
* HOMO: -14.4 eV

Entry 2:
A 2-piece molecular cluster, C4H6O2S2 overall in a non-equilibrium geometry. Source: the Open Molecules 2025 dataset; level of theory: ωB97M-V/def2-TZVPD.

Last column: Mulliken charge in e.
Atoms and positions in Å:
C 1.458 -0.959 3.149  -0.39
C 1.673 -1.452 2.056  -0.33
C -1.532 1.043 0.183  -0.03
C 0.332 -0.379 -2.792  -0.69
O -0.979 0.847 -0.962  -0.24
O -1.398 2.343 2.447  -0.53
S -1.143 -0.684 -1.811  0.05
S -0.539 1.779 1.375  0.29
H 1.527 -0.276 3.952  0.37
H 1.421 -1.966 1.171  0.36
H -2.488 0.630 0.457  0.32
H 0.518 -1.379 -3.349  0.30
H 1.027 0.070 -2.211  0.26
H 0.124 0.383 -3.666  0.27

Cartesian forces (eV/Å) of the 6 atoms listed first:
1.105 -0.211 -2.073
-1.321 0.542 2.056
1.397 0.851 3.433
-3.266 -0.954 -4.790
0.755 -0.934 -2.423
0.362 -0.321 0.212

## Properties
* spin multiplicity: 1
* frontier orbital gap (spin up / spin down): 7.960 / 7.963 eV
* HOMO (spin up / spin down): -8.3 / -8.3 eV

Entry 3:
A 2-piece molecular cluster, C3H8N2OS overall in a non-equilibrium geometry. Source: the Open Molecules 2025 dataset; level of theory: ωB97M-V/def2-TZVPD.

Last column: Mulliken charge in e.
Atoms and positions in Å:
N 0.202 0.036 -1.502  -0.22
C -0.323 0.524 -0.225  -0.26
C -0.133 -0.258 1.084  -0.77
S 2.831 0.444 0.074  0.04
C -1.512 -0.330 0.264  0.74
N -2.596 0.480 0.822  -0.47
O -1.845 -1.343 -0.501  -0.49
H -0.432 -0.830 -1.698  0.40
H 3.427 -0.185 -0.971  0.27
H 1.257 -0.073 -1.352  0.12
H -0.345 1.587 -0.101  0.34
H -0.206 0.333 1.994  0.31
H 0.458 -1.165 1.182  0.40
H -2.866 0.234 1.778  0.27
H -3.259 0.518 0.004  0.30

Cartesian forces (eV/Å) of the 6 atoms listed first:
-0.879 -1.002 1.965
2.332 -1.458 0.404
0.888 1.063 -1.654
-0.187 -0.355 -0.449
-4.380 -0.937 -0.242
1.455 -1.087 -1.947

## Properties
* total charge: +1
* spin multiplicity: 2
* frontier orbital gap (spin up / spin down): 3.740 / 5.177 eV
* HOMO (spin up / spin down): -13.3 / -14.0 eV
* <S²>: 1.408

Entry 4:
C37H40IrN2PSi as an isolated structure. Source: the Open Molecules 2025 dataset; level of theory: ωB97M-V/def2-TZVPD.

Last column: Mulliken charge in e.
Atoms and positions in Å:
Ir -0.626 -0.426 -0.435  0.30
N -0.980 -0.651 -2.723  -0.42
C -0.404 -1.829 -3.368  -0.61
C -0.515 -2.045 -4.730  -0.64
C 0.084 -3.169 -5.286  -0.79
C 0.786 -4.067 -4.492  -0.80
C 0.893 -3.853 -3.128  -1.04
C 0.284 -2.733 -2.564  0.72
P 0.316 -2.368 -0.819  1.75
C 1.503 -3.409 0.006  0.32
C 2.836 -3.001 0.078  -0.30
C 3.776 -3.835 0.661  -0.88
C 3.385 -5.067 1.168  -0.53
C 2.059 -5.475 1.093  -0.82
C 1.109 -4.649 0.515  -0.05
C -1.335 -2.545 -0.140  -0.31
C -2.527 -2.680 -0.914  0.31
C -3.743 -2.807 -0.301  -0.93
C -3.818 -2.819 1.102  -0.46
C -2.684 -2.720 1.889  -0.89
C -1.448 -2.592 1.280  -0.25
H -1.971 -0.592 -2.949  0.44
H -0.561 0.175 -3.146  0.32
H -1.052 -1.342 -5.355  0.52
H 0.011 -3.337 -6.352  0.43
H 1.251 -4.936 -4.938  0.47
H 1.440 -4.549 -2.505  0.52
H 3.141 -2.038 -0.317  0.45
H 4.810 -3.523 0.723  0.46
H 4.119 -5.717 1.625  0.43
H 1.764 -6.438 1.485  0.46
H 0.078 -4.975 0.451  0.48
H -2.456 -2.722 -1.993  0.51
H -4.643 -2.918 -0.890  0.52
H -4.786 -2.923 1.576  0.47
H -2.758 -2.752 2.968  0.52
H -0.551 -2.568 1.881  0.70
C -0.078 -0.048 1.523  -1.27
Si 0.262 1.788 1.722  -0.71
C -1.164 2.442 0.669  -1.12
N -1.236 1.672 -0.624  1.53
C -2.649 1.709 -1.127  -0.94
C -3.120 3.113 -1.500  -0.70
C -2.057 3.881 -2.305  -0.76
C -0.966 2.943 -2.808  -0.86
C -0.265 2.298 -1.622  -1.12
C 1.885 2.264 0.953  0.53
C 2.777 1.313 0.452  0.01
C 3.996 1.690 -0.098  -0.59
C 4.343 3.031 -0.151  -0.63
C 3.471 3.995 0.342  -0.76
C 2.257 3.613 0.891  0.01
C 0.096 2.380 3.469  0.70
C 1.213 2.790 4.202  -0.20
C 1.099 3.159 5.535  -0.74
C -0.139 3.124 6.159  -0.48
C -1.263 2.717 5.451  -0.76
C -1.143 2.347 4.122  -0.41
H -0.866 -0.280 2.251  0.68
H 0.791 -0.654 1.803  0.79
H -1.063 3.508 0.447  0.37
H -2.108 2.314 1.204  0.60
H -3.275 1.287 -0.342  0.35
H -2.728 1.050 -1.992  0.11
H -3.389 3.667 -0.601  0.25
H -4.038 3.001 -2.078  0.48
H -1.587 4.639 -1.673  0.30
H -2.516 4.416 -3.135  0.46
H -0.215 3.501 -3.370  0.54
H -1.384 2.203 -3.500  0.33
H 0.290 3.065 -1.086  0.52
H 0.480 1.557 -1.923  0.48
H 2.523 0.258 0.496  0.07
H 4.680 0.940 -0.474  0.45
H 5.296 3.328 -0.569  0.41
H 3.745 5.041 0.306  0.44
H 1.595 4.379 1.284  0.50
H 2.187 2.831 3.726  0.32
H 1.974 3.478 6.086  0.42
H -0.231 3.413 7.198  0.39
H -2.230 2.696 5.936  0.42
H -2.036 2.032 3.590  0.21

Cartesian forces (eV/Å) of the 6 atoms listed first:
-0.312 -0.138 -0.647
-0.045 0.106 0.005
0.001 0.066 0.089
-0.003 0.006 0.035
0.014 -0.023 -0.006
0.002 0.003 -0.017

## Properties
* total charge: +2
* spin multiplicity: 1
* frontier orbital gap: 5.537 eV
* HOMO: -13.3 eV

Entry 5:
C33H49BrNP3Sr as an isolated structure in a non-equilibrium geometry. Source: the Open Molecules 2025 dataset; level of theory: ωB97M-V/def2-TZVPD.

Last column: Mulliken charge in e.
Atoms and positions in Å:
C -1.941 5.746 -5.030  -0.43
C -2.003 4.439 -5.554  0.62
C -2.660 4.225 -6.782  -0.48
C -3.214 5.335 -7.432  -0.44
N -3.160 6.560 -6.924  -0.58
C -2.527 6.784 -5.772  -0.41
C -1.314 3.358 -4.901  -0.83
C -0.501 2.574 -4.367  -1.31
C 0.394 1.775 -3.583  1.07
C 1.312 2.335 -2.662  -1.97
C 2.056 1.541 -1.838  -0.69
C 1.762 0.117 -1.747  1.37
C 0.997 -0.449 -2.823  -1.68
C 0.407 0.368 -3.758  0.22
Sr -2.535 1.788 -3.690  1.37
P 3.173 -1.023 -1.353  0.64
H -2.714 3.225 -7.226  0.45
H -1.441 5.951 -4.081  0.39
H -3.726 5.207 -8.395  0.36
H -2.483 7.811 -5.402  0.38
H 0.034 -0.034 -4.711  0.71
H 1.401 3.426 -2.646  0.56
H 0.875 -1.529 -2.866  0.95
H 2.791 1.983 -1.152  0.39
C 2.561 -2.504 -0.506  -0.10
C 3.407 -3.769 -0.665  -1.36
H 1.536 -2.689 -0.861  0.36
H 2.472 -2.243 0.559  0.15
H 2.941 -4.579 -0.092  0.45
H 3.467 -4.098 -1.709  0.35
H 4.425 -3.639 -0.280  0.27
C 3.958 -1.483 -2.913  -0.75
C 4.419 -0.321 -3.790  -1.22
H 3.244 -2.117 -3.460  0.42
H 4.806 -2.126 -2.636  0.65
H 4.994 -0.720 -4.634  0.42
H 3.581 0.249 -4.207  0.16
H 5.065 0.378 -3.245  0.33
C 4.380 -0.160 -0.334  -0.46
C 5.680 -0.915 -0.040  -1.34
H 3.869 0.102 0.604  0.40
H 4.601 0.783 -0.855  0.51
H 6.339 -0.255 0.538  0.41
H 5.516 -1.818 0.558  0.31
H 6.221 -1.195 -0.952  0.34
Br 0.345 0.095 0.038  0.18
P -3.230 -0.849 -4.032  -0.29
C -1.870 -2.086 -4.053  0.47
C -2.409 -3.530 -4.035  -1.46
H -1.236 -1.906 -3.168  -0.29
H -1.247 -1.926 -4.949  0.59
H -1.566 -4.236 -4.084  0.40
H -2.971 -3.751 -3.114  0.30
H -3.060 -3.732 -4.901  0.35
C -2.984 -0.409 -2.123  -0.52
C -3.507 -1.600 -1.313  -1.55
H -3.641 0.463 -1.900  0.40
H -1.921 -0.202 -1.894  0.55
H -3.734 -1.289 -0.284  0.41
H -4.438 -1.995 -1.749  0.45
H -2.779 -2.421 -1.255  0.28
C -2.808 -0.041 -5.745  -0.39
C -3.117 -1.109 -6.818  -1.47
H -1.758 0.301 -5.797  0.54
H -3.505 0.810 -5.897  0.38
H -3.146 -0.656 -7.819  0.41
H -2.368 -1.913 -6.853  0.32
H -4.097 -1.580 -6.648  0.41
C -1.905 1.586 1.779  -1.20
P -0.119 1.566 1.719  0.89
C 0.622 3.104 1.173  -1.13
C 0.623 0.932 3.209  0.45
C 1.663 -0.016 3.217  0.45
C 2.243 -0.405 4.419  -0.61
C 1.799 0.143 5.626  -0.49
C 0.771 1.092 5.632  -0.71
C 0.176 1.489 4.432  -0.62
H -2.323 1.870 0.802  0.30
H -2.218 2.319 2.539  0.48
H -2.289 0.594 2.060  0.36
H 0.429 3.877 1.932  0.45
H 1.708 2.987 1.056  0.32
H 0.189 3.417 0.213  0.35
H 2.011 -0.455 2.274  -0.23
H 3.055 -1.142 4.417  0.41
H 2.257 -0.170 6.569  0.39
H 0.429 1.532 6.569  0.40
H -0.626 2.226 4.433  0.31

Cartesian forces (eV/Å) of the 6 atoms listed first:
-0.310 0.311 -0.252
0.654 -0.374 -0.628
-0.236 0.345 -0.040
0.055 -0.608 0.438
-0.023 0.603 -0.322
0.135 -1.073 0.395

## Properties
* total charge: +2
* spin multiplicity: 1
* frontier orbital gap (spin up / spin down): 4.307 / 4.339 eV
* HOMO (spin up / spin down): -9.8 / -9.8 eV

What is the spin multiplicity in the fourth record? 1

Among the records above, which one has the highest spin multiplicity? C3H8N2OS

Which formula does entry 3 have? C3H8N2OS

Which value of spin multiplicity does entry 4 give? 1